Run one
ORCA calculation (ωB97M-V/def2-TZVPD) on C6H8BrNS in the gas phase.

Results
HOMO-LUMO gap (spin up / spin down) (eV): 7.55 / 7.38
2S+1: 1

Last column: Löwdin charge in e.
Element x y z (Å)
C (0.747, -1.583, -1.902)  -0.30
C (0.428, -1.988, 0.576)  -0.28
C (0.998, -1.234, -0.577)  -0.28
C (-0.866, -1.292, 0.483)  -1.01
C (1.795, 0.075, -0.494)  -0.02
C (-2.124, 1.079, -0.063)  -0.39
N (0.529, -1.983, -2.951)  0.16
S (-1.154, 0.266, 1.266)  0.83
Br (-2.221, -2.088, -0.554)  0.79
H (0.140, -3.017, 0.463)  0.09
H (0.822, -1.678, 1.672)  0.17
H (1.118, 0.689, 0.166)  0.06
H (1.896, 0.400, -1.424)  0.03
H (2.627, -0.156, 0.108)  0.07
H (-1.717, 0.876, -1.057)  0.04
H (-1.932, 2.244, -0.098)  0.09
H (-3.066, 0.763, 0.023)  -0.04

---

Run two
ORCA calculation (ωB97M-V/def2-TZVPD) on C6H8BrNS in the gas phase.

Results
HOMO-LUMO gap (eV): 9.04
2S+1: 1

Last column: Löwdin charge in e.
Element x y z (Å)
Br (-2.441, 0.808, -0.243)  0.45
C (-0.539, -0.288, 0.172)  -0.69
C (0.499, 0.774, 0.556)  -0.27
C (1.668, 0.997, -0.452)  -0.07
C (0.548, 2.048, -0.283)  -0.15
C (-0.878, -1.292, 1.238)  -0.44
S (-1.402, -2.785, 0.329)  0.93
C (-0.664, -2.138, -1.105)  -0.44
N (-0.249, -0.904, -1.058)  -0.03
H (0.638, 1.003, 1.612)  0.14
H (1.794, 0.327, -1.285)  0.09
H (2.465, 1.278, 0.140)  0.06
H (0.617, 2.961, 0.202)  0.07
H (-0.032, 2.165, -1.255)  0.11
H (0.118, -1.433, 1.689)  0.11
H (-1.683, -0.886, 1.761)  0.04
H (-0.457, -2.636, -2.018)  0.08

---

Relative energies, kcal/mol: run one 43.6; run two 0.0.

---

Run one
ORCA calculation (ωB97M-V/def2-TZVPD) on 2 unconnected molecules or ions with the total composition C6H4Br2IN3.

Results
HOMO-LUMO gap (eV): 8.49
2S+1: 1

Last column: Löwdin charge in e.
Element x y z (Å)
Br (-3.517, -1.660, -0.344)  0.76
C (-1.739, -1.120, -0.221)  -0.82
N (-1.384, 0.171, -0.281)  0.09
C (-0.067, 0.188, -0.137)  -0.28
C (0.852, 1.241, -0.119)  0.03
C (2.169, 0.926, 0.096)  -0.05
C (2.532, -0.425, 0.275)  -0.12
N (1.692, -1.417, 0.232)  0.11
N (0.429, -1.105, 0.024)  -0.08
C (-0.635, -1.942, -0.043)  -0.74
Br (-0.498, -3.788, 0.119)  0.78
H (0.502, 2.250, -0.269)  0.12
H (2.927, 1.690, 0.131)  0.10
H (3.556, -0.711, 0.461)  0.11
I (-3.762, 3.531, 0.227)  0.39
H (-3.058, 2.172, -0.152)  -0.43

---

Run two
ORCA calculation (ωB97M-V/def2-TZVPD) on C6H4Br2IN3 in the gas phase.

Results
HOMO-LUMO gap (eV): 7.31
2S+1: 1

Last column: Löwdin charge in e.
Element x y z (Å)
C (1.970, 0.298, 0.508)  -0.18
C (1.387, -0.916, -0.142)  -0.51
C (1.294, 1.319, 0.971)  -0.13
C (-2.130, -0.767, -0.746)  -0.83
C (-0.038, -0.481, -0.721)  -0.24
C (-2.024, 0.495, -0.034)  -0.80
N (-0.071, 1.489, 0.823)  0.07
N (-1.036, -1.426, -0.996)  0.09
N (-0.708, 0.633, 0.151)  -0.14
Br (-3.828, -1.460, -1.081)  0.76
Br (1.817, -2.448, 1.171)  0.58
I (-3.414, 1.936, 0.390)  0.92
H (3.056, 0.309, 0.676)  0.11
H (1.869, -1.209, -1.050)  0.08
H (1.709, 2.020, 1.541)  0.07
H (0.147, 0.207, -1.461)  0.14

---

Relative energies, kcal/mol: run one 0.0; run two 60.6.

---

Run one
ORCA calculation (ωB97M-V/def2-TZVPD) on a molecular structure, C14H14NO5Pb.

Results
HOMO-LUMO gap (spin up / spin down) (eV): 5.99 / 6.19
2S+1: 1
Net charge: +3

Last column: Löwdin charge in e.
Element x y z (Å)
O (-0.759, 3.915, -7.331)  0.07
C (-0.740, 3.316, -6.348)  0.01
Pb (-0.692, 1.853, -2.838)  1.20
C (-0.693, 2.730, -0.560)  -0.05
O (-0.692, 3.321, 0.428)  0.21
C (-0.537, -0.364, -1.616)  -0.22
O (-1.108, -1.159, -2.319)  0.18
C (1.912, 1.943, -2.902)  -0.03
O (3.027, 2.125, -2.909)  0.21
C (-3.384, 1.529, -2.967)  -0.01
O (-4.508, 1.364, -2.936)  0.18
H (-0.695, 0.902, -4.389)  0.04
C (-0.092, -1.355, 3.710)  0.03
N (-0.935, -1.202, 2.484)  -0.18
C (-2.398, -1.140, 2.830)  0.03
C (-0.476, -0.044, 1.533)  -0.05
C (0.736, -0.418, 0.719)  -0.17
C (1.951, -0.615, 1.384)  0.00
C (3.085, -1.111, 0.744)  0.02
C (3.061, -1.155, -0.640)  0.00
C (1.888, -0.844, -1.334)  -0.04
C (0.684, -0.581, -0.685)  -0.15
H (0.058, -0.348, 4.112)  0.12
H (0.859, -1.827, 3.420)  0.11
H (-0.648, -1.975, 4.430)  0.13
H (-0.814, -2.052, 1.942)  0.18
H (-2.579, -0.225, 3.405)  0.12
H (-2.977, -1.136, 1.895)  0.11
H (-2.645, -2.021, 3.442)  0.13
H (-1.355, 0.169, 0.936)  0.11
H (-0.318, 0.769, 2.255)  0.15
H (2.017, -0.482, 2.462)  0.12
H (3.978, -1.452, 1.286)  0.15
H (3.925, -1.483, -1.228)  0.15
H (1.868, -0.947, -2.417)  0.13

---

Run two
ORCA calculation (ωB97M-V/def2-TZVPD) on a molecular structure, C14H14NO5Pb.

Results
HOMO-LUMO gap (eV): 7.16
2S+1: 1
Net charge: +3

Last column: Löwdin charge in e.
Element x y z (Å)
O (-0.831, -3.686, -6.671)  0.04
C (-0.899, -2.596, -6.332)  -0.01
Pb (-0.584, -0.074, -2.015)  1.33
O (0.476, -3.630, -1.134)  0.20
C (0.127, -2.545, -1.299)  0.01
C (-0.410, 4.228, -3.052)  0.07
O (-0.441, 4.303, -4.243)  0.02
C (-3.214, -0.531, -1.775)  0.02
O (-4.312, -0.733, -2.048)  0.19
C (2.114, 0.254, -2.421)  0.01
O (3.109, 0.395, -2.950)  0.20
H (-0.577, -0.648, -3.752)  0.07
C (-0.752, -1.306, 2.156)  0.03
N (0.711, -1.140, 2.208)  -0.19
C (1.384, -2.427, 2.447)  0.03
C (1.263, -0.429, 0.990)  -0.11
C (0.554, 0.893, 0.915)  -0.23
C (0.598, 1.740, 2.089)  0.01
C (-0.151, 2.902, 2.062)  -0.01
C (-0.890, 3.232, 0.943)  -0.01
C (-0.969, 2.420, -0.196)  -0.12
C (-0.281, 1.207, -0.201)  -0.26
H (-0.994, -1.792, 1.198)  0.11
H (-1.264, -0.355, 2.220)  0.11
H (-1.003, -1.778, 3.104)  0.13
H (0.920, -0.529, 3.034)  0.20
H (1.315, -3.087, 1.579)  0.11
H (2.422, -2.264, 2.684)  0.12
H (1.001, -2.849, 3.362)  0.12
H (2.336, -0.403, 1.183)  0.16
H (1.275, -1.015, 0.051)  0.06
H (1.343, 1.760, 2.923)  0.16
H (-0.200, 3.611, 2.935)  0.17
H (-1.553, 4.094, 1.036)  0.15
H (-1.622, 2.777, -1.029)  0.10

---

Relative energies, kcal/mol: run one 0.0; run two 5.0.

---

Run one
ORCA calculation (ωB97M-V/def2-TZVPD) on C3H7NO3 in the gas phase.

Results
HOMO-LUMO gap (eV): 9.95
2S+1: 1

Last column: Löwdin charge in e.
Element x y z (Å)
N (-0.033, -1.398, -0.582)  0.03
C (0.482, -0.155, -0.298)  -0.35
C (-0.579, 0.961, -0.366)  -0.17
O (-0.766, 0.951, -1.814)  -0.08
C (1.037, -0.272, 1.194)  -0.40
O (1.659, 0.568, 1.846)  0.07
O (0.324, -1.219, 1.844)  0.10
H (-0.274, -1.334, -1.612)  0.12
H (-0.880, -1.656, -0.092)  0.09
H (1.214, 0.240, -1.007)  0.15
H (-1.338, 0.733, 0.230)  0.07
H (0.069, 1.856, 0.023)  0.16
H (-1.393, 1.659, -2.081)  0.10
H (0.478, -0.935, 2.715)  0.09

---

Run two
ORCA calculation (ωB97M-V/def2-TZVPD) on 2 unconnected molecules or ions with the total composition C3H7NO3.

Results
HOMO-LUMO gap (eV): 10.00
2S+1: 1

Last column: Löwdin charge in e.
Element x y z (Å)
O (-1.202, -2.156, 0.048)  0.06
C (-0.338, -1.997, -0.773)  -0.22
C (-0.217, -0.561, -1.285)  -0.24
N (-0.292, 0.440, -0.356)  -0.01
C (0.138, 1.734, -0.653)  -0.31
O (0.699, 1.914, -1.721)  0.00
H (0.229, -2.720, -1.301)  0.10
H (0.852, -0.686, -1.723)  0.14
H (-0.913, -0.547, -2.189)  0.16
H (-0.683, 0.208, 0.609)  0.15
H (0.370, 2.371, 0.263)  0.14
O (0.379, 0.742, 2.696)  -0.06
H (0.819, -0.083, 2.984)  0.06
H (0.160, 1.343, 3.401)  0.03

---

Run three
ORCA calculation (ωB97M-V/def2-TZVPD) on C3H7NO3 in the gas phase.

Results
HOMO-LUMO gap (eV): 10.48
2S+1: 1

Last column: Löwdin charge in e.
Element x y z (Å)
C (0.145, 0.068, 1.402)  -0.03
N (0.075, -0.197, -0.060)  -0.13
C (-0.790, 0.598, -0.857)  -0.05
C (1.060, -0.988, -0.579)  -0.50
O (1.960, -1.578, -0.082)  0.12
O (0.819, -1.176, -1.980)  -0.05
O (1.805, -2.003, -2.630)  -0.01
H (-0.835, 0.126, 1.973)  0.11
H (0.717, -0.711, 1.828)  0.06
H (0.704, 1.041, 1.654)  0.11
H (-0.255, 1.517, -1.080)  0.10
H (-1.063, 0.086, -1.798)  0.11
H (-1.664, 0.898, -0.407)  0.06
H (2.345, -2.515, -1.966)  0.11

---

Run four
ORCA calculation (ωB97M-V/def2-TZVPD) on C3H7NO3 in the gas phase.

Results
HOMO-LUMO gap (eV): 10.19
2S+1: 1

Last column: Löwdin charge in e.
Element x y z (Å)
O (1.822, 1.181, 0.319)  0.10
C (1.483, 0.023, 0.064)  -0.58
O (2.431, -0.953, -0.276)  0.03
C (0.164, -0.331, 0.047)  -0.18
C (-0.764, 0.857, -0.078)  -0.18
N (-2.084, 0.276, -0.541)  -0.13
O (-2.453, -0.784, 0.301)  -0.23
H (1.795, -1.857, 0.055)  0.22
H (-0.243, -1.088, -0.899)  0.22
H (0.200, -1.059, 0.821)  0.12
H (-0.749, 1.539, 0.769)  0.12
H (-0.561, 1.508, -0.958)  0.14
H (-2.908, 0.932, -0.394)  0.14
H (-2.648, -0.746, 1.442)  0.22

---

Relative energies, kcal/mol: run one 0.0; run two 3.6; run three 38.7; run four 79.7.

---

Run one
ORCA calculation (ωB97M-V/def2-TZVPD) on C3H7NO3 in the gas phase.

Results
HOMO-LUMO gap (eV): 10.49
2S+1: 1

Last column: Löwdin charge in e.
Element x y z (Å)
N (-0.781, -1.238, -0.717)  0.06
C (-0.408, -0.138, 0.242)  -0.26
C (0.821, -0.567, 1.055)  -0.22
O (0.609, -1.699, 1.886)  -0.05
C (-0.095, 1.069, -0.652)  -0.51
O (0.944, 1.150, -1.245)  0.12
O (-1.097, 1.953, -0.621)  0.13
H (-0.389, -2.130, -0.446)  0.05
H (-0.375, -0.993, -1.613)  0.07
H (-1.302, 0.068, 0.822)  0.14
H (1.198, 0.277, 1.619)  0.13
H (1.556, -0.857, 0.308)  0.12
H (0.390, -2.416, 1.283)  0.07
H (-0.856, 2.698, -1.202)  0.14

---

Run two
ORCA calculation (ωB97M-V/def2-TZVPD) on C3H7NO3 in the gas phase.

Results
HOMO-LUMO gap (eV): 9.91
2S+1: 1

Last column: Löwdin charge in e.
Element x y z (Å)
C (0.380, 0.102, 1.528)  0.01
N (0.267, -0.098, 0.086)  -0.26
O (1.531, -0.462, -0.435)  0.01
C (-0.808, -1.164, -0.415)  -0.22
O (-1.857, -1.220, 0.144)  0.11
C (-0.363, 1.076, -0.887)  -0.28
O (-0.540, 0.309, -1.948)  -0.19
H (0.945, 1.013, 1.722)  0.10
H (-0.628, 0.173, 1.928)  0.10
H (0.901, -0.745, 1.971)  0.10
H (1.372, -0.378, -1.401)  0.12
H (-0.316, -1.929, -1.024)  0.15
H (-1.273, 1.442, -0.378)  0.12
H (0.390, 1.881, -0.890)  0.12

---

Relative energies, kcal/mol: run one 0.0; run two 78.3.